No. 1
13
Properties=species:S:1:pos:R:3:nbo_charge:R:1 method="wB97M-V/def2-TZVPD" max_force_ev_per_a=1.121 lumo_energy_ev=3.84 energy_ha=-684.19407 e_homo_ha=-0.122 charge=-1 orbital_gap_ev=7.144
O 1.681 0.793 1.278 -0.697
N -1.642 -0.030 -0.646 -0.449
C -1.323 -1.030 -0.039 0.453
C -1.149 -2.228 0.425 -0.668
H -0.357 -2.841 0.030 0.246
C 2.473 0.719 0.341 0.151
C -1.084 1.286 -0.534 -0.432
S 2.860 -0.613 -0.594 -0.509
H 3.037 1.647 0.052 0.065
H -0.587 1.469 0.423 0.226
H -1.887 2.009 -0.698 0.178
H -1.683 -2.585 1.287 0.218
H -0.339 1.403 -1.325 0.218

***

No. 2
14
Properties=species:S:1:pos:R:3:nbo_charge:R:1 method="wB97M-V/def2-TZVPD" smiles="C1OC[N+]2=C1SSC2" max_force_ev_per_a=4.974 lumo_energy_ev=-5.01 energy_ha=-1082.06108 e_homo_ha=-0.507 charge=+1 orbital_gap_ev=8.770
N 0.116 -0.256 0.263 -0.351
S -0.594 -0.513 2.800 0.216
C -0.676 0.792 0.363 0.108
H 0.129 2.356 -0.893 0.238
C 0.040 -1.301 1.246 -0.368
C -0.464 1.424 -1.040 -0.123
H -1.292 1.669 -1.638 0.255
H 1.874 0.009 -0.807 0.194
H -0.817 -2.056 0.875 0.248
H 1.034 -1.840 1.450 0.286
H 0.974 -1.482 -1.398 0.220
C 0.929 -0.336 -0.977 0.104
S -1.618 1.001 1.681 0.433
O 0.365 0.533 -1.924 -0.459

***

No. 3
12
Properties=species:S:1:pos:R:3:nbo_charge:R:1 method="wB97M-V/def2-TZVPD" smiles=Cp1cccn1 max_force_ev_per_a=3.297 lumo_energy_ev=0.27 energy_ha=-552.06317 e_homo_ha=-0.333 orbital_gap_ev=9.344
C 1.716 0.291 -0.393 -0.338
H -1.527 0.826 0.834 0.231
H -2.751 0.560 -0.242 0.248
H -2.575 -0.345 0.989 0.248
C -1.956 0.057 0.227 -0.973
N 0.377 -1.307 0.677 -0.742
P -0.668 -1.002 -0.574 0.965
C 0.612 0.502 -1.125 -0.362
C 1.517 -0.726 0.622 0.106
H 0.390 1.171 -1.927 0.211
H 2.626 0.833 -0.491 0.220
H 2.239 -0.859 1.403 0.185

***

No. 4
13
Properties=species:S:1:pos:R:3:nbo_charge:R:1 method="wB97M-V/def2-TZVPD" smiles=Cc1nc(P)cs1 max_force_ev_per_a=5.408 lumo_energy_ev=0.76 energy_ha=-950.21759 e_homo_ha=-0.323 orbital_gap_ev=9.540
C -0.912 -0.088 -0.274 0.034
C -2.174 -0.800 -0.405 -0.680
N 0.212 -0.637 -0.235 -0.410
H 2.466 -1.383 -0.621 0.027
H -3.162 -0.295 -0.851 0.237
H 1.183 2.783 -0.059 0.251
H 3.440 -0.224 1.166 0.008
S -0.993 1.643 -0.136 0.318
C 1.427 0.629 -0.096 -0.181
H -2.178 -1.760 -0.949 0.250
H -2.604 -1.105 0.631 0.242
P 3.030 -0.167 -0.271 0.301
C 0.787 1.768 -0.176 -0.396

***

No. 5
14
Properties=species:S:1:pos:R:3:nbo_charge:R:1 method="wB97M-V/def2-TZVPD" max_force_ev_per_a=4.957 lumo_energy_ev=-4.28 energy_ha=-543.71829 e_homo_ha=-0.491 charge=+1 orbital_gap_ev=9.078
H -2.743 1.284 -1.099 0.313
H -2.880 1.371 0.719 0.271
H 3.032 -0.366 0.946 0.207
Na -1.238 -2.866 -0.103 0.966
H -3.423 -0.239 0.274 0.268
H 3.139 -0.433 -0.853 0.209
C -1.718 -0.196 0.100 0.238
O -0.568 0.439 0.320 -0.507
C 0.591 -0.223 0.008 1.024
O 0.663 -1.426 -0.091 -0.684
H 3.503 1.101 0.016 0.227
O 1.536 0.645 -0.086 -0.449
C 2.897 0.193 0.013 -0.262
C -2.791 0.714 -0.164 -0.821

***

No. 6
11
Properties=species:S:1:pos:R:3:nbo_charge:R:1 method="wB97M-V/def2-TZVPD" smiles="C=C=C(C)O" max_force_ev_per_a=0.676 lumo_energy_ev=0.84 energy_ha=-231.15899 e_homo_ha=-0.318 orbital_gap_ev=9.494
C -1.755 -0.092 0.741 -0.442
C -0.574 -0.676 0.694 -0.174
H 2.364 0.449 0.125 0.236
H -0.171 -1.807 -1.289 0.492
O 0.560 -1.168 -1.289 -0.651
C 0.416 -0.438 -0.166 0.373
H -2.569 -0.287 1.424 0.195
H 0.976 1.360 0.790 0.235
H 1.253 1.309 -0.969 0.234
H -1.910 0.686 -0.008 0.174
C 1.324 0.734 -0.037 -0.672

***

No. 7
11
Properties=species:S:1:pos:R:3:mulliken_charge:R:1 method="wB97M-V/def2-TZVPD" max_force_ev_per_a=0.632 lumo_energy_ev=1.02 energy_ha=-231.06942 e_homo_ha=-0.370 orbital_gap_ev=11.085
C 0.418 1.247 -0.994 -0.677
H -1.468 0.125 0.455 0.331
C -0.438 -0.174 0.673 -0.147
O 0.502 0.774 0.339 -0.324
C 0.058 -1.934 0.658 0.252
H 1.217 1.981 -1.107 0.230
C -0.358 -1.512 -0.449 -1.033
H 0.543 0.430 -1.711 0.345
H 0.452 -2.379 1.553 0.443
H -0.376 -0.292 1.761 0.298
H -0.551 1.733 -1.177 0.283

***

No. 8
11
Properties=species:S:1:pos:R:3:nbo_charge:R:1 method="wB97M-V/def2-TZVPD" max_force_ev_per_a=5.607 lumo_energy_ev=-1.95 energy_ha=-231.03896 e_homo_ha=-0.281 orbital_gap_ev=5.702
C -0.863 0.584 -0.269 0.070
H -1.126 -2.227 0.100 0.193
C -0.235 1.618 -1.169 -0.673
C -0.121 -1.813 0.246 -0.455
H -1.922 0.246 -0.237 0.231
H 0.129 1.684 -0.074 0.346
C 0.146 -0.472 0.339 0.264
O 1.152 0.005 1.013 -0.739
H 0.605 -2.503 0.677 0.224
H -0.980 2.208 -1.691 0.247
H 0.523 1.043 -1.770 0.291

***

No. 9
11
Properties=species:S:1:pos:R:3:nbo_charge:R:1 method="wB97M-V/def2-TZVPD" smiles="C=C1CCO1" max_force_ev_per_a=6.062 lumo_energy_ev=0.96 energy_ha=-231.16427 e_homo_ha=-0.302 orbital_gap_ev=9.163
C -1.199 -0.674 -0.664 -0.031
O -1.067 0.870 -0.068 -0.502
H -1.531 -0.525 -1.689 0.200
H 2.036 0.843 1.144 0.209
H 0.884 -0.823 -1.307 0.225
H 0.549 -1.590 0.296 0.225
C 0.156 0.624 0.199 0.367
C 1.037 1.235 1.009 -0.582
C 0.267 -0.802 -0.403 -0.519
H -1.872 -1.286 -0.061 0.201
H 0.740 2.128 1.545 0.207

***

No. 10
11
Properties=species:S:1:pos:R:3:nbo_charge:R:1 method="wB97M-V/def2-TZVPD" smiles=C[C@@H]1[C@H]2O[C@@H]12 max_force_ev_per_a=4.592 lumo_energy_ev=1.16 energy_ha=-231.10509 e_homo_ha=-0.311 orbital_gap_ev=9.627
C 0.471 1.344 -0.013 -0.636
H 1.226 1.560 -0.828 0.210
H -1.369 0.262 -0.835 0.206
H 1.007 -1.627 -0.957 0.221
O -1.012 -1.887 -0.071 -0.502
H 1.148 1.339 0.751 0.217
H -0.151 2.240 0.021 0.220
C -0.544 -0.960 0.799 0.051
C 0.153 -1.210 -0.462 0.009
H -0.487 -1.184 1.886 0.225
C -0.442 0.123 -0.291 -0.219

***

No. 11
11
Properties=species:S:1:pos:R:3:nbo_charge:R:1 method="wB97M-V/def2-TZVPD" smiles="C=CC(C)=O" max_force_ev_per_a=1.944 lumo_energy_ev=0.21 energy_ha=-231.21934 e_homo_ha=-0.360 orbital_gap_ev=9.993
C -0.368 0.419 0.029 0.539
H 3.015 -0.268 0.007 0.199
H 0.772 -1.493 0.196 0.212
O -0.330 1.634 0.056 -0.547
H -1.718 -1.360 -0.224 0.214
C 0.866 -0.412 0.092 -0.333
C 2.063 0.218 -0.063 -0.273
H 2.064 1.310 -0.164 0.219
H -2.252 -0.038 0.922 0.244
C -1.737 -0.252 -0.046 -0.720
H -2.374 0.243 -0.805 0.245

***

No. 12
11
Properties=species:S:1:pos:R:3:nbo_charge:R:1 method="wB97M-V/def2-TZVPD" smiles=C#CCCO max_force_ev_per_a=0.669 lumo_energy_ev=1.01 energy_ha=-231.17341 e_homo_ha=-0.372 orbital_gap_ev=11.124
C 1.063 0.614 0.029 -0.012
H -0.336 1.129 -1.470 0.239
H -2.173 -0.297 -0.186 0.185
C 2.112 0.257 0.506 -0.256
H 0.209 -1.203 0.936 0.477
H 3.027 -0.077 0.942 0.242
H -0.949 -1.128 -1.158 0.157
C -1.103 -0.507 -0.262 -0.045
H -0.773 1.613 0.181 0.237
C -0.318 0.817 -0.419 -0.511
O -0.758 -1.218 0.901 -0.713